{"formula": "C25H16Cl3N4O2SbSe4Tc", "method": "ωB97M-V with the def2-TZVPD basis set", "symbols": ["Tc", "Cl", "C", "C", "C", "N", "C", "O", "C", "C", "C", "C", "C", "N", "C", "C", "C", "Cl", "N", "C", "O", "C", "C", "C", "C", "C", "N", "H", "H", "H", "H", "H", "H", "H", "H", "H", "H", "Se", "Sb", "Se", "Se", "Se", "Cl", "C", "C", "C", "C", "C", "C", "C", "H", "H", "H", "H", "H", "H"], "positions_angstrom": [[-0.022, -0.717, 0.250], [-5.972, -0.371, -3.101], [-4.755, -0.079, -1.923], [-3.539, -0.734, -2.049], [-2.531, -0.540, -1.111], [-1.252, -1.129, -1.181], [-0.796, -1.889, -2.240], [-1.427, -2.272, -3.196], [0.670, -2.220, -2.102], [1.322, -2.945, -3.078], [2.675, -3.204, -2.919], [3.323, -2.731, -1.789], [2.600, -2.021, -0.849], [1.299, -1.765, -1.003], [-2.781, 0.322, -0.030], [-3.975, 1.009, 0.063], [-4.975, 0.804, -0.875], [-6.457, 1.663, -0.705], [-1.739, 0.528, 0.984], [-0.667, 1.344, 0.599], [-0.435, 1.550, -0.602], [0.469, 1.654, 1.550], [0.779, 2.775, 2.279], [2.021, 2.797, 2.908], [2.886, 1.724, 2.767], [2.500, 0.642, 1.992], [1.311, 0.617, 1.396], [-3.379, -1.395, -2.883], [0.756, -3.285, -3.934], [3.216, -3.768, -3.666], [4.375, -2.915, -1.624], [3.055, -1.664, 0.065], [-4.151, 1.721, 0.853], [0.096, 3.609, 2.352], [2.311, 3.654, 3.500], [3.855, 1.720, 3.245], [3.136, -0.222, 1.856], [0.861, -5.564, 2.964], [2.583, -4.522, 4.550], [1.074, -4.308, 1.040], [-0.221, -2.452, 1.727], [3.385, -2.651, 3.426], [-6.337, 3.998, 4.564], [-5.105, 2.947, 3.965], [-5.317, 1.578, 3.952], [-4.326, 0.744, 3.457], [-3.130, 1.264, 2.982], [-2.084, 0.337, 2.422], [-2.932, 2.640, 3.019], [-3.914, 3.487, 3.501], [-6.251, 1.174, 4.317], [-4.499, -0.326, 3.427], [-1.147, 0.426, 2.973], [-2.420, -0.695, 2.513], [-2.009, 3.068, 2.649], [-3.766, 4.558, 3.520]], "lowdin_charge": [1.07, 0.73, -0.66, -0.01, -0.17, -0.07, -0.40, 0.12, -0.18, 0.03, -0.01, -0.03, -0.15, -0.08, -0.13, -0.02, -0.67, 0.72, -0.05, -0.50, 0.07, -0.21, 0.02, -0.01, -0.01, -0.10, 0.00, 0.11, 0.13, 0.12, 0.12, 0.09, 0.11, 0.12, 0.13, 0.12, 0.05, -0.07, 0.44, -0.03, 0.23, -0.12, 0.71, -0.66, -0.08, -0.03, -0.24, -0.11, -0.03, -0.08, 0.12, 0.13, 0.12, 0.10, 0.10, 0.11], "homo_ev": -10.7, "gap_ev": 6.32, "total_charge": 1, "e_lumo_ev": -4.374, "de_lowest_kcal_mol": 11.74}

{"formula": "C25H16F5N2O2PSSeY", "method": "ωB97M-V with the def2-TZVPD basis set", "symbols": ["Y", "O", "N", "C", "C", "C", "C", "C", "C", "C", "P", "C", "C", "C", "C", "C", "C", "C", "C", "C", "C", "C", "C", "H", "H", "H", "H", "H", "H", "H", "H", "H", "H", "H", "H", "H", "H", "H", "H", "O", "S", "N", "F", "C", "C", "F", "C", "F", "C", "Se", "C", "F", "C", "F"], "positions_angstrom": [[-1.837, -0.660, 1.030], [-3.781, 0.810, -0.062], [-2.729, 0.320, -0.878], [-2.739, 0.674, -2.097], [-1.685, 0.236, -3.010], [-2.046, 0.177, -4.353], [-1.171, -0.332, -5.302], [0.077, -0.766, -4.899], [0.465, -0.669, -3.564], [-0.394, -0.167, -2.600], [0.233, 0.098, -0.886], [0.455, 1.904, -0.839], [0.442, 2.706, -1.980], [0.628, 4.076, -1.866], [0.834, 4.651, -0.620], [0.860, 3.857, 0.518], [0.669, 2.489, 0.410], [1.890, -0.619, -0.882], [2.003, -1.974, -0.566], [3.250, -2.580, -0.565], [4.382, -1.833, -0.862], [4.271, -0.483, -1.164], [3.027, 0.129, -1.177], [-4.412, 0.065, 0.000], [-3.573, 1.262, -2.475], [-3.031, 0.517, -4.651], [-1.467, -0.385, -6.340], [0.774, -1.168, -5.623], [1.463, -0.980, -3.285], [0.295, 2.267, -2.958], [0.617, 4.694, -2.753], [0.974, 5.721, -0.536], [1.022, 4.300, 1.491], [0.688, 1.876, 1.304], [1.117, -2.555, -0.332], [3.337, -3.631, -0.324], [5.356, -2.303, -0.852], [5.157, 0.097, -1.388], [2.942, 1.183, -1.409], [-1.462, -2.838, 0.228], [-2.948, -3.148, 0.106], [-3.791, -2.017, 0.533], [-0.340, -3.177, 7.378], [-0.583, -2.256, 6.458], [-0.845, -2.634, 5.152], [-0.858, -3.914, 4.797], [-1.090, -1.641, 4.229], [-1.345, -2.047, 2.930], [-1.097, -0.292, 4.505], [-1.461, 1.037, 3.185], [-0.830, 0.051, 5.825], [-0.814, 1.329, 6.188], [-0.577, -0.910, 6.790], [-0.325, -0.549, 8.040]], "lowdin_charge": [1.16, -0.08, -0.15, -0.02, -0.21, -0.01, -0.04, -0.03, -0.05, -0.28, 1.05, -0.38, -0.08, -0.06, -0.06, -0.06, -0.12, -0.39, -0.10, -0.06, -0.06, -0.06, -0.07, 0.08, 0.16, 0.12, 0.12, 0.12, 0.11, 0.11, 0.11, 0.11, 0.12, 0.05, 0.09, 0.11, 0.11, 0.11, 0.11, -0.68, 0.81, -0.48, 0.15, -0.13, -0.14, 0.14, -0.21, -0.07, -0.51, 0.68, -0.25, 0.10, -0.13, 0.15], "homo_ev": -10.9, "gap_ev": 6.75, "total_charge": 1, "e_lumo_ev": -4.153, "de_lowest_kcal_mol": 0.00}